(1)
C36H35CaClI2N11O3P as an isolated structure, computed with ωB97M-V/def2-TZVPD.

Its net charge is 0. The calculation puts the HOMO energy at -6.568 eV. The calculation puts the orbital gap at 0.242 hartree. The energy relative to the best compared isomer or geometry (same formula, charge and spin) is 27.3 kJ/mol.

```
90
Properties=species:S:1:pos:R:3:mulliken_charge:R:1
Ca -0.03910 0.03080 -0.16352 2.91
I 5.44671 -2.88585 -5.43249 0.01
C 4.29925 -2.20628 -3.82964 -0.61
C 4.80411 -2.27278 -2.53919 -0.28
C 4.02007 -1.82992 -1.49229 -0.82
I 4.78109 -1.88523 0.45229 -0.04
C 2.71003 -1.30781 -1.65278 -0.49
O 2.00588 -0.93380 -0.65702 0.39
C 2.25010 -1.22548 -3.00232 0.34
C 0.91626 -0.58968 -3.30717 -0.58
N -0.19694 -1.11568 -2.49932 -0.05
C -0.36266 -2.55070 -2.56745 -0.90
C -1.00395 -3.14675 -1.33536 0.70
C -1.67358 -4.36198 -1.44276 -1.14
C -2.17349 -4.96731 -0.30564 -0.41
C -1.99347 -4.33447 0.91436 -1.54
C -1.33569 -3.11806 0.92458 -0.23
N -0.84940 -2.52117 -0.16545 0.55
C 3.03268 -1.68388 -4.05105 -0.52
H 5.79441 -2.66383 -2.35092 0.39
H 0.94086 0.48424 -3.10160 0.03
H 0.72408 -0.70237 -4.38319 0.49
H -1.04862 -0.62706 -2.74788 0.08
H -0.91459 -2.88590 -3.45590 0.39
H 0.63554 -2.99362 -2.64449 0.34
H -1.79003 -4.82018 -2.41632 0.47
H -2.69477 -5.91399 -0.36909 0.41
H -2.36140 -4.76180 1.83681 0.46
H -1.20315 -2.57818 1.85338 0.60
H 2.64387 -1.62243 -5.06095 0.41
C 3.19535 0.54094 4.94244 -0.95
N 2.35704 -0.07924 3.93200 0.26
C 2.26357 -1.42534 3.70483 -1.03
C 1.46063 -1.57144 2.61190 -0.96
N 1.04882 -0.34625 2.17485 1.52
C 1.60712 0.53926 2.97707 -0.61
P 1.56108 2.35173 2.80257 -0.62
C -0.18909 2.61588 2.38041 -0.72
N -0.87955 2.01873 1.42666 1.01
C -2.12257 2.57853 1.45069 -0.64
C -2.18705 3.52035 2.43647 -1.07
N -0.95471 3.53865 3.02916 0.37
C -0.57173 4.39426 4.13821 -0.90
C 2.30314 2.47521 1.15270 -0.26
N 1.84279 1.87486 0.07872 0.79
C 2.72082 2.16023 -0.92383 -0.78
C 3.72462 2.95060 -0.44307 -0.91
N 3.45495 3.15179 0.88438 0.20
C 4.28113 3.90621 1.80674 -0.82
H 3.44296 -0.21040 5.68814 0.35
H 4.11789 0.91817 4.50168 0.30
H 2.66781 1.36022 5.42504 0.36
H 2.78963 -2.14165 4.31168 0.48
H 1.19223 -2.47737 2.09583 0.49
H -2.89450 2.27411 0.76512 0.53
H -2.98330 4.16633 2.76346 0.44
H -1.43537 4.99329 4.41432 0.33
H -0.26648 3.80081 4.99816 0.31
H 0.24226 5.05824 3.85261 0.33
H 2.59044 1.77434 -1.92079 0.46
H 4.59506 3.37351 -0.91396 0.43
H 5.04131 4.42775 1.23098 0.32
H 3.68618 4.63947 2.34790 0.32
H 4.77494 3.24687 2.52017 0.28
Cl -5.13065 4.65514 -3.98220 -0.26
C -3.81377 3.73752 -3.29590 0.06
C -2.49411 4.20890 -3.45041 -0.65
C -1.43832 3.52118 -2.92952 -0.96
C -1.61711 2.29653 -2.20006 -0.35
O -0.62392 1.66686 -1.73589 0.28
C -2.97257 1.84503 -2.06033 1.61
C -3.31041 0.64776 -1.34843 -0.64
O -2.55007 -0.11106 -0.74872 -0.22
C -4.04375 2.57965 -2.61955 -1.11
H -2.32901 5.13130 -3.99351 0.42
H -0.42468 3.88196 -3.04757 0.44
H -4.39288 0.40789 -1.34718 0.08
H -5.05651 2.21099 -2.50027 0.40
N -2.61265 0.47912 5.86551 -0.48
C -2.95542 0.02626 4.60241 0.31
C -1.98409 -0.10009 3.59647 0.25
N -2.29674 -0.48271 2.37680 0.53
C -3.58436 -0.75108 2.13104 -0.55
C -4.53479 -0.61448 3.12290 -0.65
N -4.23208 -0.22925 4.36396 -0.66
H -1.68071 0.25598 6.17395 0.24
H -3.32395 0.30628 6.55898 0.28
H -0.94158 0.12987 3.79398 -0.27
H -3.83474 -1.05966 1.12464 0.60
H -5.57817 -0.82649 2.92023 0.37
```



(2)
C36H36Br3Cl68FIN4O8P2S as an isolated structure, computed with ωB97M-V/def2-TZVPD.

Its net charge is +1. The calculation puts the HOMO energy at -10.896 eV. The calculation puts the orbital gap at 0.263 hartree.

```
160
Properties=species:S:1:pos:R:3:mulliken_charge:R:1
C 1.31884 4.12981 2.13605 -0.87
C 1.51690 2.47212 2.02953 1.13
C 3.04706 2.06319 1.67973 -2.10
C 3.32493 0.82296 0.64475 3.61
C 4.98986 0.96434 0.42929 -0.62
O 5.71484 0.37916 -0.53334 -0.61
N 5.86758 1.88611 1.30849 0.10
C 6.96183 2.53672 0.47231 0.53
O 8.25581 2.19713 0.69510 -0.48
F 6.52464 3.48980 -0.57706 -0.19
C 2.76117 1.08929 -0.90535 -2.92
I 2.32507 3.25664 -1.28955 0.25
N 1.67870 0.13121 -1.35534 1.49
C 0.90332 0.63623 -2.52301 0.21
O -0.34435 1.32479 -2.02914 -0.09
C -1.24020 1.62589 -3.15716 -0.16
O -1.97616 2.87981 -2.78476 -0.22
C -3.28157 2.55952 -2.18618 0.41
C -4.13904 3.90769 -1.72914 -0.25
O -4.88470 4.53272 -2.84824 -0.14
C 2.11485 -1.35423 -1.37954 0.45
C 3.40745 -1.66993 -2.30439 -1.34
Br 3.58530 -3.54787 -3.08253 0.05
C 3.72591 -0.82840 -3.64367 0.56
C 5.39749 -0.66364 -3.68445 -0.56
Br 3.35940 -1.82876 -5.38566 -0.12
P 0.68038 -2.52541 -1.99591 1.69
N -0.81533 -1.93229 -1.61317 -0.87
O 0.68735 -4.14521 -1.47059 -0.35
O 0.55794 -2.61108 -3.76680 -0.47
C 2.44861 -1.80006 0.20770 0.58
O 1.10778 -2.22125 0.74090 -0.86
C 3.27860 -3.20625 0.36706 -1.25
C 2.92538 -4.05693 1.76766 -0.41
N 3.85346 -5.28869 1.69831 -0.59
C 3.01497 -0.67792 1.22184 -1.21
Br 4.79722 -1.15932 2.14152 0.06
P 1.97674 -0.74480 2.87635 0.45
S 3.04444 -0.27942 4.48339 -0.20
H 1.59205 4.44161 3.23027 0.20
H 0.24661 4.47402 1.78397 0.19
H 2.08397 4.69266 1.41395 0.23
H 0.80092 2.13862 1.15242 -0.37
H 1.18596 2.06308 3.08854 -0.40
H 3.58053 3.09148 1.38220 0.59
H 3.62891 1.79010 2.68669 0.37
H 6.37994 1.32846 2.02724 0.37
H 3.60808 1.02337 -1.70790 0.77
H 0.99335 0.17139 -0.53801 0.80
H 1.50654 1.32543 -3.29288 -1.42
H 0.44062 -0.12796 -3.27272 0.65
H -0.70262 1.85353 -4.17194 0.00
H -2.08211 0.80121 -3.26298 0.36
H -3.97150 2.01485 -2.98858 -0.34
H -3.20600 1.89241 -1.19953 0.16
H -4.92142 3.67513 -0.85908 0.14
H -3.41743 4.72609 -1.30234 0.25
H -5.12746 3.84771 -3.53810 0.12
H 4.36465 -1.57585 -1.59567 0.47
H 3.34524 0.26322 -3.72463 -0.20
H 5.75348 0.31115 -3.14418 0.17
H 5.93133 -1.64931 -3.31093 0.25
H 5.65326 -0.50849 -4.83898 0.25
H -0.70791 -1.06125 -1.06432 0.13
H -0.08080 -4.34727 -0.86021 0.32
H -0.19561 -3.23545 -3.99205 0.34
H 0.43310 -1.50634 0.67940 0.51
H 2.94713 -4.06337 -0.39824 0.40
H 4.43543 -3.14043 0.14897 0.30
H 3.20538 -3.50203 2.74549 0.21
H 1.83149 -4.51139 1.74695 0.25
H 3.37885 -6.10726 2.16783 0.28
H 4.72180 -5.00086 2.19989 0.25
H 1.59928 -2.12200 3.23252 0.22
H 0.72492 -0.04772 2.79424 -0.15
C -8.62747 5.80360 -2.63227 0.30
Cl -8.13743 7.16372 -1.59085 -0.10
Cl -8.32013 4.26640 -1.78539 -0.09
Cl -10.36412 5.93829 -3.00716 -0.09
Cl -7.68817 5.84598 -4.14567 -0.05
C 3.23588 2.77945 7.35608 0.06
Cl 1.84740 2.55196 6.26294 0.18
Cl 4.23359 4.13628 6.77450 -0.11
Cl 2.64607 3.13734 8.99885 -0.07
Cl 4.21648 1.29222 7.38803 -0.01
C -1.56412 -7.40291 0.20902 0.29
Cl -2.95260 -7.63039 -0.88411 -0.10
Cl -0.56641 -6.04608 -0.37255 -0.02
Cl -2.15393 -7.04502 1.85179 -0.11
Cl -0.58352 -8.89014 0.24097 -0.05
C 2.03588 -12.48624 0.69236 0.32
Cl 0.92639 -11.09863 0.82714 -0.09
Cl 1.27973 -13.75689 -0.30177 -0.09
Cl 3.55599 -11.95908 -0.07316 -0.10
Cl 2.38142 -13.13036 2.31722 -0.03
C 2.63588 3.90324 -5.60764 0.16
Cl 1.84443 2.40664 -5.05229 0.00
Cl 2.07710 4.29509 -7.25350 -0.09
Cl 2.21958 5.23959 -4.50515 0.01
Cl 4.40242 3.67162 -5.61963 -0.02
C 0.53588 7.05324 9.04736 0.26
Cl -0.29039 8.20505 7.96791 -0.06
Cl -0.63536 5.84702 9.63715 -0.11
Cl 1.83736 6.22907 8.15206 -0.02
Cl 1.23193 7.93181 10.43231 -0.09
C 4.73588 -1.86105 10.43307 0.34
Cl 5.22591 -0.50093 11.47449 -0.09
Cl 5.04321 -3.39825 11.27995 -0.10
Cl 2.99923 -1.72636 10.05818 -0.08
Cl 5.67518 -1.81867 8.91967 -0.09
C -6.36412 2.09350 -6.35329 0.31
Cl -8.01079 1.42978 -6.20319 -0.08
Cl -6.45551 3.80267 -6.84826 -0.09
Cl -5.53003 1.97357 -4.78340 -0.29
Cl -5.46014 1.16797 -7.57831 -0.07
C -2.16412 1.62393 4.48584 0.04
Cl -2.71595 2.86535 3.33303 0.01
Cl -0.63889 2.15094 5.24121 -0.05
Cl -3.40192 1.39168 5.74622 -0.06
Cl -1.89971 0.08774 3.62289 -0.06
C 5.33588 -14.97607 4.79834 0.34
Cl 3.63489 -14.83682 5.31004 -0.09
Cl 5.98109 -13.35567 4.43413 -0.09
Cl 6.29146 -15.71529 6.10795 -0.10
Cl 5.43610 -15.99650 3.34124 -0.08
C -5.16412 -3.15607 -7.20166 0.30
Cl -6.27361 -1.76846 -7.06688 -0.02
Cl -5.92027 -4.42672 -8.19579 -0.06
Cl -3.64401 -2.62891 -7.96718 -0.11
Cl -4.81858 -3.80019 -5.57680 -0.10
C 6.53588 1.78239 -8.75935 0.28
Cl 5.45198 2.53582 -9.95605 -0.08
Cl 7.88616 0.98175 -9.60217 -0.09
Cl 7.17703 3.03542 -7.66688 -0.10
Cl 5.62836 0.57658 -7.81232 -0.03
C -8.76412 -4.03983 -11.40380 0.29
Cl -9.59039 -2.88802 -12.48324 -0.10
Cl -9.93536 -5.24605 -10.81400 -0.09
Cl -7.46264 -4.86400 -12.29910 -0.10
Cl -8.06807 -3.16126 -10.01885 0.00
C -1.56412 6.98517 4.14263 0.15
Cl -2.77154 6.93983 2.83317 -0.08
Cl -0.13324 7.89760 3.59978 -0.10
Cl -2.26854 7.78088 5.57276 -0.08
Cl -1.08315 5.32237 4.56480 0.13
C -7.26412 3.12655 4.98056 0.29
Cl -8.47154 3.08121 3.67110 -0.08
Cl -5.83324 4.03898 4.43771 -0.05
Cl -7.96854 3.92226 6.41069 -0.10
Cl -6.78315 1.46375 5.40273 -0.06
C -10.26412 -0.39345 7.52056 0.30
Cl -9.53860 1.15332 7.01486 -0.01
Cl -10.37035 -0.44654 9.29835 -0.09
Cl -11.89727 -0.53952 6.82334 -0.09
Cl -9.25025 -1.74106 6.94569 -0.11
C -0.99727 8.01210 -3.32227 0.27
Cl -2.06732 8.90795 -2.21455 -0.09
Cl -1.73192 6.43661 -3.71310 0.00
Cl -0.77296 8.95075 -4.82003 -0.09
Cl 0.58312 7.75310 -2.54141 -0.09
```